A structure of composition CH2AgFLiO at a distorted geometry, computed with ωB97M-V with the def2-TZVPD basis set.

```
7
CH2AgFLiO (ωB97M-V with the def2-TZVPD basis set)
C -0.2755 0.0492 -0.8125
O 0.8264 0.0170 0.1231
Ag 1.5873 2.0925 -0.1691
Li 0.4098 -0.6707 1.7723
F -1.3011 -0.9973 1.8246
H -1.0651 -0.7112 -0.8436
H -0.1818 0.2205 -1.8949
```

Output
multiplicity = 2
HOMO (spin up / spin down) = -7.2 / -8.8 eV
molecular weight = 163.833 g mol⁻¹
total energy = -10035.805 eV

Let us look at the Mulliken charges, expressed in e, one per atom: atom 1 (C): -0.385, atom 2 (O): -0.770, atom 3 (Ag): 0.614, atom 4 (Li): 0.849, atom 5 (F): -0.908, atom 6 (H): 0.246, atom 7 (H): 0.354


A cluster of 2 separate species, C3H11N4O in total at a distorted geometry, computed with ωB97M-V with the def2-TZVPD basis set.

```
19
C3H11N4O (ωB97M-V with the def2-TZVPD basis set)
C 2.8398 0.3230 0.1807
C -2.2907 1.0090 0.5124
C -2.4365 -0.9652 -0.8860
N -0.4462 -0.3740 -0.0673
N 3.0805 -0.8359 0.6718
N 0.4597 0.2284 0.4185
N -1.6371 -0.1120 -0.0580
O 3.0010 0.5055 -1.0892
H -1.6235 1.9332 0.5974
H -3.1877 1.2581 -0.1667
H -2.5455 0.6323 1.4416
H -2.1305 -1.9909 -1.1482
H -3.5491 -0.9646 -0.4448
H -2.4689 -0.3183 -1.8487
H 3.2822 -0.9208 1.7397
H 3.2132 -1.6028 0.1050
H 0.3807 1.2323 0.7524
H 2.6587 1.1856 0.8324
H 3.3999 -0.2228 -1.5429
```

Output
total charge = +1
HOMO = -12.3 eV
molecular weight = 119.148 g mol⁻¹
energy above the lowest of the compared OMol25 structures with the same formula, charge and spin = 141.2 kcal/mol
total energy = -11286.879 eV

These are the Mulliken partial charges, in e, on atoms 1 to 8: atom 1 (C): 0.352, atom 2 (C): -0.833, atom 3 (C): -0.826, atom 4 (N): -0.340, atom 5 (N): -0.290, atom 6 (N): -0.493, atom 7 (N): 0.604, atom 8 (O): -0.393


A cluster of 3 separate species, C24H52ClFN3O5 in total at a distorted geometry, computed with ωB97M-V with the def2-TZVPD basis set.

```
86
C24H52ClFN3O5 (ωB97M-V with the def2-TZVPD basis set)
C -0.9683 1.0000 -3.9230
C -2.0483 0.9341 -4.9992
F -3.1464 1.6904 -4.5657
C -2.4389 -0.4622 -5.4799
C -3.4131 -1.2931 -4.6486
Cl -3.5243 -2.8786 -5.5884
C -4.8543 -0.7188 -4.6350
C -5.4784 -0.6180 -3.2404
C -6.9913 -0.3464 -3.4252
C -4.9387 0.5386 -2.4166
N -5.3064 -1.9264 -2.5777
O -5.9022 -2.8730 -3.2225
C -3.8917 -2.2551 -2.2402
C -3.7213 -3.7777 -2.1792
C -3.5019 -1.7390 -0.8440
C -2.8730 -1.6720 -3.2658
H -0.3983 1.9122 -4.0242
H -1.4718 1.0863 -2.9640
H -0.3310 0.1266 -3.8940
H -1.6612 1.4558 -5.8742
H -2.8650 -0.3716 -6.4761
H -1.5137 -1.0170 -5.6027
H -4.8913 0.2336 -5.1455
H -5.4986 -1.3791 -5.1980
H -7.5608 -1.2634 -3.4660
H -7.1062 0.2401 -4.3307
H -7.3302 0.2941 -2.6186
H -5.2464 0.4239 -1.3820
H -3.8562 0.5636 -2.4208
H -5.2668 1.4794 -2.8367
H -2.7770 -3.9710 -1.6798
H -3.6659 -4.2275 -3.1599
H -4.4872 -4.2355 -1.5659
H -3.3244 -0.6700 -0.8516
H -4.2524 -1.9932 -0.1032
H -2.5555 -2.1898 -0.5738
H -2.1192 -2.4351 -3.4215
H -2.3571 -0.8404 -2.8041
C 4.7867 0.7118 1.4573
O 4.6490 2.0336 0.9595
C 5.6229 2.4112 -0.0034
C 5.0073 2.5459 -1.3808
N 4.6209 1.2465 -1.9187
C 3.7899 1.3028 -3.1179
C 2.4272 1.9855 -3.0289
O 1.4731 1.2977 -2.2402
C 1.5583 1.5303 -0.8445
H 4.1239 0.6078 2.3072
H 4.5109 -0.0353 0.7025
H 5.8095 0.5212 1.7941
H 6.4625 1.7104 -0.0143
H 6.0083 3.3900 0.2971
H 5.7379 3.0015 -2.0564
H 4.1542 3.2312 -1.2939
H 4.1197 0.7342 -1.2052
H 3.6185 0.2715 -3.4365
H 4.3670 1.7869 -3.9126
H 2.0129 1.9995 -4.0414
H 2.5003 3.0325 -2.7117
H 1.8886 2.5467 -0.6190
H 2.2210 0.8107 -0.3575
H 0.5603 1.3889 -0.4268
C 1.4409 1.6240 8.3652
O 1.9058 0.2929 8.4789
C 0.9394 -0.7000 8.1567
C 1.2818 -1.4036 6.8601
N 1.1114 -0.5199 5.7124
C 1.6558 -1.0341 4.4585
C 3.1535 -1.3181 4.3730
O 3.9749 -0.1642 4.4071
C 4.2572 0.3466 5.6989
H 2.1907 2.2711 8.8175
H 1.3073 1.9263 7.3210
H 0.4971 1.7612 8.9005
H -0.0673 -0.2744 8.1192
H 0.9602 -1.4385 8.9630
H 0.6193 -2.2659 6.7393
H 2.3101 -1.7772 6.9489
H 1.5534 0.3672 5.9143
H 1.4170 -0.3014 3.6833
H 1.1166 -1.9519 4.2024
H 3.3350 -1.7751 3.3958
H 3.4888 -2.0469 5.1197
H 4.3246 -0.4475 6.4458
H 3.5122 1.0837 6.0088
H 5.2188 0.8575 5.6467
```

Output
multiplicity = 2
HOMO (spin up / spin down) = -8.4 / -8.8 eV
molecular weight = 517.147 g mol⁻¹
total energy = -55674.539 eV

These are the Mulliken partial charges, in e, on atoms 1 to 8: atom 1 (C): -1.314, atom 2 (C): 0.532, atom 3 (F): -0.371, atom 4 (C): -1.868, atom 5 (C): 2.289, atom 6 (Cl): -0.200, atom 7 (C): -2.482, atom 8 (C): 2.308


A structure of composition C7H18I2IrNO3P2 at a distorted geometry, computed with ωB97M-V with the def2-TZVPD basis set.

```
34
C7H18I2IrNO3P2 (ωB97M-V with the def2-TZVPD basis set)
I -6.0032 -1.6536 -1.0263
I -5.0196 -3.9384 0.0419
Ir 0.2000 0.2246 -0.0258
P 0.7926 -0.7178 -2.1634
C -0.4479 -1.6652 -3.1074
C 1.3028 0.7151 -3.1719
H 1.6948 0.3310 -4.1166
H 2.6508 -2.0120 -3.0132
H 2.0638 1.3144 -2.6569
H 3.0470 -1.2296 -1.4495
H -1.3336 -1.0342 -3.2500
H 0.4097 1.3230 -3.3396
C 2.2781 -1.7712 -2.0127
H -0.0208 -1.9439 -4.0802
H 2.0042 -2.6881 -1.4821
H -0.7194 -2.5659 -2.5418
P -0.3857 0.8452 2.2282
C -2.0496 0.4586 2.8679
C 0.8231 0.1641 3.4173
H 0.8326 2.9452 1.9199
H -0.3029 2.9767 3.3139
H -0.9272 3.0909 1.6296
C -0.1628 2.6558 2.2791
H 1.8375 0.3788 3.0615
H 0.6662 0.6296 4.3953
H -2.1527 0.8824 3.8760
H -2.1778 -0.6310 2.9013
H 0.6738 -0.9176 3.4867
H -2.7934 0.9006 2.1937
C -1.4207 -0.6138 -0.1624
O -2.4392 -1.1748 -0.2360
O 2.9465 2.4537 -0.0810
N 1.9679 1.7617 -0.0968
O 2.1652 0.5059 0.4014
```

Output
multiplicity = 6
total charge = +3
HOMO (spin up / spin down) = -17.8 / -18.8 eV
molecular weight = 672.198 g mol⁻¹
energy above the lowest of the compared OMol25 structures with the same formula, charge and spin = 0.0 kcal/mol
total energy = -52766.749 eV

These are the Mulliken partial charges, in e, on atoms 1 to 8: atom 1 (I): 0.470, atom 2 (I): 0.484, atom 3 (Ir): 0.528, atom 4 (P): 0.458, atom 5 (C): -1.102, atom 6 (C): -1.166, atom 7 (H): 0.434, atom 8 (H): 0.438


An isolated molecule of C16H25NO4S, computed with ωB97M-V with the def2-TZVPD basis set.

```
47
C16H25NO4S (ωB97M-V with the def2-TZVPD basis set)
C 0.4767 4.3225 4.0494
C 1.8890 3.7620 3.9654
O 2.1913 3.3094 2.6436
C 1.7858 2.0806 2.3101
O 1.2232 1.3271 3.0606
C 2.1037 1.7845 0.8588
C 2.4842 0.3154 0.6717
C 2.6331 -0.0099 -0.8190
N 1.4602 0.3190 -1.6109
C 0.3528 -0.6092 -1.4551
C 0.5680 -1.8191 -2.3812
O 0.9767 -1.3978 -3.6554
C -0.7186 -2.6436 -2.4921
O -1.8067 -1.7968 -2.7872
C -3.0583 -2.4260 -2.6563
C -3.4027 -2.7329 -1.2320
C -3.9388 -3.8644 -0.7016
C -4.1222 -3.7854 0.6984
C -3.7120 -2.5982 1.2087
S -3.1013 -1.5450 -0.0066
C 1.1077 1.7145 -1.4380
C 0.8536 2.0990 0.0236
H -0.2460 3.5378 3.8397
H 0.2966 4.7092 5.0482
H 0.3466 5.1257 3.3279
H 2.6332 4.5316 4.1798
H 2.0058 2.9238 4.6600
H 2.9212 2.4387 0.5414
H 1.7083 -0.3051 1.1229
H 3.4225 0.1016 1.1859
H 3.4720 0.5631 -1.2289
H 2.8548 -1.0705 -0.9482
H -0.5631 -0.1145 -1.7815
H 0.2079 -0.9622 -0.4262
H 1.3427 -2.4848 -1.9593
H 1.3877 -0.5282 -3.5304
H -0.5955 -3.3899 -3.2893
H -0.8881 -3.1685 -1.5404
H -3.0999 -3.3535 -3.2479
H -3.7773 -1.7121 -3.0742
H -4.1987 -4.7267 -1.2895
H -4.5352 -4.5815 1.2914
H -3.7250 -2.2692 2.2285
H 1.9395 2.3120 -1.8273
H 0.2229 1.9290 -2.0413
H 0.0078 1.5274 0.4115
H 0.6138 3.1613 0.0925
```

Output
structure (SMILES) = CCOC(=O)C1CCN(C[C@H](O)COCc2cccs2)CC1
HOMO = -8.7 eV
molecular weight = 327.446 g mol⁻¹
energy above the lowest of the compared OMol25 structures with the same formula, charge and spin = 9.2 kcal/mol
total energy = -37512.855 eV

These are the Mulliken partial charges, in e, on atoms 1 to 8: atom 1 (C): -1.091, atom 2 (C): -0.247, atom 3 (O): -0.340, atom 4 (C): 0.071, atom 5 (O): -0.615, atom 6 (C): 0.719, atom 7 (C): -0.782, atom 8 (C): -1.074


A structure of composition C29H24N8O4PS5Sc, computed with ωB97M-V with the def2-TZVPD basis set.

```
72
C29H24N8O4PS5Sc (ωB97M-V with the def2-TZVPD basis set)
Sc 0.4949 -1.1464 0.5322
N -1.2865 -2.7886 1.5259
N -0.9746 -3.2744 2.8048
C 0.1510 -2.8163 3.3758
N 0.4095 -3.0531 4.6555
N 0.9320 -2.1490 2.5286
N 1.9894 -1.4318 2.9362
O 2.2975 -0.5941 2.0820
O 2.5635 -1.5879 3.9926
H -2.1048 -2.1687 1.5433
H -1.4807 -3.5527 0.8865
H -1.7054 -3.6653 3.3797
H -0.3064 -3.4090 5.2639
H 1.2756 -2.6998 5.0339
O -1.8179 -0.3744 3.9230
C -1.4020 0.4106 3.0990
N -0.7435 0.0663 1.9320
C -0.3043 1.1754 1.3226
O 0.4243 1.0534 0.3124
C -0.7533 2.3878 2.0355
C -0.5958 3.7335 1.7869
C -1.1672 4.6107 2.7043
C -1.8584 4.1441 3.8166
C -2.0087 2.7801 4.0598
C -1.4461 1.9147 3.1461
H -0.0559 4.0878 0.9203
H -1.0739 5.6773 2.5497
H -2.2896 4.8572 4.5062
H -2.5453 2.4135 4.9239
S 3.7952 2.2037 -2.5569
C 3.7183 0.7233 -1.8292
S 2.3673 -0.3712 -1.9998
C 3.0969 -1.4679 -0.8546
N 4.2534 -1.0822 -0.4429
N 4.6124 0.1102 -1.0183
C 5.8498 0.6690 -0.5821
C 6.7553 1.1658 -1.5072
C 7.9579 1.6872 -1.0562
C 8.2492 1.7043 0.2990
C 7.3362 1.1972 1.2117
C 6.1285 0.6777 0.7761
S 2.2071 -2.8518 -0.2847
H 6.5165 1.1491 -2.5600
H 8.6698 2.0775 -1.7708
H 9.1902 2.1115 0.6445
H 7.5619 1.2069 2.2694
H 5.4071 0.2719 1.4714
S -3.4424 -0.6503 0.4792
P -2.7555 -1.0123 -1.3337
S -0.9231 -1.9256 -1.4402
C -2.6406 0.5191 -2.3070
C -3.8150 1.1826 -2.6548
C -3.7566 2.3757 -3.3505
C -2.5245 2.9207 -3.6970
C -1.3547 2.2644 -3.3492
C -1.4141 1.0632 -2.6593
C -3.8465 -2.0847 -2.3108
C -3.5074 -2.3800 -3.6292
C -4.3304 -3.1870 -4.3912
C -5.4971 -3.7050 -3.8402
C -5.8359 -3.4112 -2.5298
C -5.0117 -2.5995 -1.7641
H -4.7765 0.7642 -2.3806
H -4.6722 2.8836 -3.6242
H -2.4801 3.8559 -4.2393
H -0.3913 2.6790 -3.6180
H -0.4950 0.5503 -2.3948
H -2.5968 -1.9761 -4.0563
H -4.0659 -3.4134 -5.4154
H -6.1422 -4.3357 -4.4378
H -6.7460 -3.8093 -2.1017
H -5.2689 -2.3516 -0.7422
```

Output
HOMO = -7.6 eV
molecular weight = 784.828 g mol⁻¹
energy above the lowest of the compared OMol25 structures with the same formula, charge and spin = 11.1 kcal/mol
total energy = -134742.646 eV

These are the Mulliken partial charges, in e, on atoms 1 to 8: atom 1 (Sc): -0.281, atom 2 (N): -0.099, atom 3 (N): -0.398, atom 4 (C): 0.548, atom 5 (N): -0.393, atom 6 (N): 0.075, atom 7 (N): 1.101, atom 8 (O): -0.465


The ion C8H14Cl2NO with charge +1 at a distorted geometry, computed with ωB97M-V with the def2-TZVPD basis set.

```
26
C8H14Cl2NO (ωB97M-V with the def2-TZVPD basis set)
C -3.3870 -1.0206 0.2583
C -2.0956 -1.2298 0.6492
C 1.2287 1.4339 0.1877
C 0.2196 2.1986 -0.5191
C 1.3659 -0.0807 -0.3081
C 0.3771 -1.0573 0.3080
C 2.5330 2.2313 0.0104
C 0.6472 -2.4754 -0.1841
N -1.0462 -0.6787 -0.0381
O -3.7165 -0.2524 -0.7864
Cl -1.0394 2.9192 0.1577
Cl 3.0131 -0.7105 -0.0617
H -4.2716 -1.2898 0.8184
H -2.0116 -1.4549 1.6823
H 1.1559 1.4816 1.2316
H 0.6501 2.7294 -1.3731
H 1.0735 -0.1711 -1.3865
H 0.5221 -1.1760 1.3363
H 2.9128 2.5503 -0.9796
H 3.4070 1.8601 0.5246
H 2.2630 3.0851 0.5180
H 0.8507 -2.7587 -1.2239
H -0.1725 -3.0729 0.2853
H 1.5529 -2.7297 0.4311
H -1.3509 0.0204 -0.6863
H -4.6814 -0.3515 -0.8521
```

Output
total charge = +1
HOMO (spin up / spin down) = -11.0 / -10.5 eV
molecular weight = 211.112 g mol⁻¹
energy above the lowest of the compared OMol25 structures with the same formula, charge and spin = 62.7 kcal/mol
total energy = -37094.033 eV

These are the Mulliken partial charges, in e, on atoms 1 to 8: atom 1 (C): -0.145, atom 2 (C): -0.467, atom 3 (C): 0.427, atom 4 (C): -0.120, atom 5 (C): -0.079, atom 6 (C): -0.226, atom 7 (C): -1.805, atom 8 (C): -1.385